Entry 1:
The following is a DFT calculation (ωB97M-V/def2-TZVPD) of a structure of composition C10H24ClO3P2Tb at a distorted geometry.

Properties
charge = +2
energy above the lowest of the compared OMol25 structures with the same formula, charge and spin = 0.00 kJ/mol
spin multiplicity = 7

```
41
Properties=species:S:1:pos:R:3:forces:R:3
C 0.093 0.142 -3.585 -1.2 -0.1 -1.0
C 1.055 0.424 -2.631 4.9 0.2 3.7
H 0.550 0.003 -4.577 0.2 0.1 0.2
H -0.623 0.979 -3.613 0.0 -0.2 0.0
H -0.438 -0.775 -3.270 0.0 0.3 0.0
O 1.933 0.541 -1.882 -3.9 -0.2 -3.6
Cl -2.246 0.132 -1.313 -0.1 -0.2 0.1
Tb -1.057 -0.167 0.965 -0.6 0.5 0.9
P -0.121 2.411 -0.058 -0.4 1.3 0.3
C 1.343 3.343 0.461 0.2 -0.3 0.2
C -0.487 3.387 -1.562 -0.3 -0.5 -0.3
H -0.630 4.427 -1.234 0.0 -0.3 -0.3
H -1.329 4.226 0.971 -0.2 -0.3 0.2
H -1.392 3.017 -2.056 0.1 0.2 0.1
H -2.396 2.788 0.795 0.2 0.2 0.1
H 2.178 3.110 -0.205 0.0 0.2 0.1
H 0.348 3.341 -2.271 -0.1 0.1 0.1
C -1.389 3.134 1.075 0.0 -0.3 0.0
H 1.107 4.412 0.411 0.2 -0.2 0.1
H -1.194 2.843 2.120 -0.1 0.2 -0.3
H 1.623 3.062 1.478 0.1 0.2 0.0
P 0.154 -2.478 -0.197 -0.1 -1.8 0.1
C 1.579 -3.440 0.415 0.3 0.3 0.2
C -1.200 -3.237 0.822 0.0 0.5 -0.1
H -1.023 -3.058 -2.244 0.0 -0.2 0.0
H -0.170 -4.456 -1.499 0.0 0.3 -0.2
H 0.740 -3.230 -2.435 -0.1 -0.1 0.1
C -0.103 -3.389 -1.752 -0.2 0.3 -0.4
H -2.170 -2.791 0.540 0.1 -0.3 0.1
H -1.215 -4.311 0.600 -0.2 0.2 0.2
H 1.373 -4.511 0.258 0.2 0.4 0.1
H 1.752 -3.237 1.480 0.0 -0.2 -0.2
H -1.025 -3.083 1.898 -0.1 -0.1 -0.2
H 2.479 -3.146 -0.144 -0.2 -0.2 0.2
C 1.431 -0.070 0.646 4.5 0.0 1.3
O 2.585 -0.081 0.712 -3.7 0.0 -0.4
C -0.393 -0.056 4.221 0.0 0.0 0.5
O -1.140 -0.008 3.018 0.6 -0.2 -1.9
H -1.068 0.181 5.054 0.3 -0.1 -0.1
H 0.433 0.677 4.211 -0.3 -0.2 0.0
H 0.054 -1.055 4.376 -0.3 0.3 0.0
```
Forces are in eV/Å.

Results of the Mulliken charge analysis, in e, for atoms 1 through 6:
1 C -0.698
2 C 0.884
3 H 0.395
4 H 0.315
5 H 0.170
6 O -0.142


Entry 2:
The following is a DFT calculation (ωB97M-V/def2-TZVPD) of a structure of composition C6H10O3 at a distorted geometry.

Properties
charge = 0
energy above the lowest of the compared OMol25 structures with the same formula, charge and spin = 340.08 kJ/mol

```
19
Properties=species:S:1:pos:R:3:forces:R:3
C -0.007 -2.384 -0.403 0.9 -0.3 2.7
C 1.568 -0.382 0.184 -3.1 0.3 0.1
C -0.280 -1.203 0.413 1.7 0.5 -0.8
C 0.177 0.169 -0.032 -0.9 0.7 0.9
C -0.308 0.608 -1.445 -1.0 -1.4 1.1
C -0.395 1.320 0.852 -0.7 -1.7 -0.1
O 0.079 -3.500 0.153 -0.6 1.0 -0.9
O 2.204 -0.452 1.342 0.1 0.6 0.8
O -0.454 -1.348 1.758 0.0 -0.7 -0.5
H 0.331 -2.211 -1.425 -0.3 -0.1 -0.5
H 2.056 -0.880 -0.594 0.7 -0.5 -1.1
H 0.412 0.191 -2.130 0.5 1.2 -1.0
H -0.641 1.717 -1.287 1.2 -2.1 -1.8
H -1.187 -0.093 -1.671 0.7 1.5 0.4
H -0.656 1.055 1.878 0.1 -0.1 -0.1
H -1.318 1.520 0.262 0.4 0.5 1.4
H 0.301 2.123 0.860 0.3 1.0 -0.2
H 1.825 0.169 1.989 0.0 -0.4 -0.2
H -0.320 -2.307 1.900 0.0 0.1 0.1
```
Forces are in eV/Å.

Results of the natural (NBO) charge analysis, in e, for atoms 1 through 6:
1 C 0.279
2 C 0.218
3 C 0.159
4 C -0.139
5 C -0.619
6 C -0.609


Entry 3:
The following is a DFT calculation (ωB97M-V/def2-TZVPD) of an isolated molecule of C31H41ClFNO3.

Properties
electronic energy = -55686.65270 eV
charge = 0
SMILES = CCCCCCCCCC(=O)OC1(c2ccc(Cl)cc2)CCN(CCCC(=O)c2ccc(F)cc2)CC1

```
78
Properties=species:S:1:pos:R:3:forces:R:3
C 7.974 1.324 2.885 0.0 0.0 -0.3
C 7.636 0.513 1.640 -0.2 -0.1 0.3
C 6.737 -0.675 1.973 0.2 -0.1 -0.3
C 6.465 -1.591 0.779 -0.2 0.3 0.2
C 5.643 -0.917 -0.320 0.2 -0.3 -0.1
C 5.172 -1.899 -1.404 -0.2 0.2 0.0
C 3.693 -2.268 -1.283 0.3 -0.2 0.1
C 3.363 -3.068 -0.025 -0.2 0.1 -0.2
C 1.863 -3.353 0.072 0.2 0.1 0.1
C 1.109 -2.059 0.299 0.4 -0.4 0.2
O 1.434 -1.216 1.093 0.0 0.0 0.0
O 0.044 -1.983 -0.500 -0.5 -0.1 -0.3
C -0.759 -0.776 -0.472 -0.3 0.6 0.1
C 0.140 0.404 -0.792 0.1 0.0 -0.1
C 0.149 1.586 -0.064 0.0 -0.2 -0.1
C 1.001 2.621 -0.405 0.1 0.1 -0.1
C 1.862 2.476 -1.479 -0.2 -0.2 0.1
Cl 2.939 3.761 -1.898 0.2 0.2 -0.1
C 1.870 1.306 -2.221 0.0 0.1 0.0
C 1.007 0.285 -1.875 -0.1 0.1 0.1
C -1.494 -0.657 0.864 0.1 -0.3 0.0
C -2.435 -1.838 1.067 0.1 0.2 0.1
N -3.423 -1.907 0.004 0.2 -0.3 0.1
C -4.437 -2.913 0.270 -0.1 -0.1 0.2
C -5.547 -2.312 1.127 0.1 -0.1 -0.2
C -6.275 -1.222 0.334 0.1 -0.2 0.0
C -5.336 -0.324 -0.454 -0.5 0.0 0.0
O -5.262 -0.421 -1.663 -0.1 0.1 0.0
C -4.652 0.788 0.262 0.2 0.5 -0.1
C -3.977 1.730 -0.518 -0.2 -0.1 0.1
C -3.295 2.783 0.056 0.1 0.1 0.2
C -3.302 2.896 1.436 -0.1 -0.2 0.0
F -2.630 3.910 2.015 -0.1 -0.1 0.0
C -3.984 1.998 2.239 0.2 0.2 0.1
C -4.663 0.949 1.646 0.0 0.0 -0.3
C -2.769 -2.091 -1.279 0.0 0.1 -0.3
C -1.809 -0.944 -1.577 0.1 -0.4 0.2
H 8.499 0.708 3.613 0.1 0.0 0.1
H 8.609 2.171 2.632 0.1 0.1 0.1
H 7.066 1.703 3.349 -0.1 0.1 0.1
H 8.559 0.149 1.183 0.0 0.0 -0.1
H 7.138 1.161 0.918 0.0 0.0 -0.1
H 7.214 -1.264 2.761 0.0 0.0 0.1
H 5.786 -0.308 2.366 -0.1 0.0 0.1
H 7.417 -1.928 0.359 0.0 -0.1 0.0
H 5.933 -2.474 1.136 0.0 -0.1 0.0
H 6.250 -0.137 -0.782 -0.1 0.1 0.0
H 4.774 -0.430 0.127 -0.1 0.1 0.0
H 5.777 -2.808 -1.365 0.1 -0.1 -0.1
H 5.323 -1.452 -2.389 0.1 -0.1 0.0
H 3.104 -1.348 -1.281 0.0 0.0 -0.1
H 3.400 -2.851 -2.161 -0.1 0.0 0.0
H 3.915 -4.010 -0.029 0.0 0.0 0.1
H 3.652 -2.497 0.857 0.1 -0.1 0.1
H 1.667 -4.005 0.926 -0.1 0.0 0.0
H 1.486 -3.834 -0.831 0.0 0.0 0.0
H -0.498 1.714 0.788 -0.1 0.0 0.1
H 1.003 3.533 0.171 0.0 0.1 0.0
H 2.545 1.196 -3.055 0.1 0.0 -0.1
H 1.016 -0.630 -2.451 0.0 -0.1 -0.1
H -2.085 0.256 0.852 0.0 0.1 0.0
H -0.775 -0.613 1.682 -0.1 0.1 0.0
H -1.849 -2.775 1.113 -0.1 0.0 0.1
H -2.950 -1.718 2.022 0.0 0.0 0.0
H -4.867 -3.234 -0.681 0.0 0.0 0.0
H -4.009 -3.799 0.766 0.0 0.0 -0.1
H -6.257 -3.090 1.412 0.0 0.0 0.1
H -5.117 -1.904 2.041 0.0 -0.1 0.1
H -6.927 -1.701 -0.400 0.0 0.1 0.0
H -6.892 -0.615 0.999 0.0 0.0 0.0
H -4.009 1.619 -1.591 0.0 0.0 -0.1
H -2.764 3.508 -0.541 0.1 0.1 0.0
H -3.979 2.130 3.309 0.0 0.0 0.1
H -5.199 0.260 2.278 -0.1 -0.1 0.1
H -2.219 -3.046 -1.311 -0.1 0.0 0.0
H -3.542 -2.101 -2.052 0.1 -0.1 0.0
H -2.372 -0.016 -1.652 0.0 0.1 0.0
H -1.316 -1.134 -2.530 0.0 0.1 -0.1
```
Forces are in eV/Å.

Results of the natural (NBO) charge analysis, in e, for atoms 1 through 6:
1 C -0.598
2 C -0.395
3 C -0.390
4 C -0.386
5 C -0.410
6 C -0.393